{"formula": "C3H6", "method": "wB97M-V/def2-TZVPD", "e_lumo_ev": [-0.23, 0.21], "de_lowest_ev": 5.057, "elements": ["C", "C", "C", "H", "H", "H", "H", "H", "H"], "coordinates": [[-0.8346, 0.3374, -1.1606], [-0.2564, -0.0082, -0.0579], [1.0048, -0.0818, 0.6752], [-1.8183, 0.1591, -1.3866], [-0.3202, 0.8812, -2.0682], [-1.5911, -1.2484, 1.4305], [0.9969, 0.7931, 1.1974], [1.8201, -0.0283, -0.1284], [0.9989, -0.8041, 1.4985]], "nbo_charge": [-0.541, 0.179, -0.732, 0.225, 0.206, -0.057, 0.234, 0.232, 0.256]}